Record 1
# C26H35AuO5S

C26H35AuO5S as an isolated structure in a non-equilibrium geometry (ωB97M-V/def2-TZVPD, OMol25).

Geometry as XYZ:
```
68
Properties=species:S:1:pos:R:3
O -0.3259 -4.4475 -2.7729
C -0.3527 -3.5940 -1.5637
C 1.0076 -4.0341 -1.0219
H -1.1764 -3.8967 -0.9031
H -0.4526 -2.5319 -1.8604
C 1.0049 -4.8736 -2.3590
H 0.9431 -4.6298 -0.1020
H 1.7375 -3.2143 -0.9633
C 1.0013 -6.3840 -2.1500
H 0.1917 -6.6833 -1.4637
H 1.9611 -6.7253 -1.7327
H 0.8324 -6.9034 -3.1064
C 2.0962 -4.3493 -3.2777
H 2.0691 -3.2497 -3.2439
H 1.9502 -4.6874 -4.3134
H 3.0724 -4.6714 -2.8866
Au -2.1335 -0.3119 0.1624
C 1.7364 0.3235 3.0213
C 0.3546 0.6613 3.0688
C -0.3991 -0.4849 2.7248
H -0.0806 1.6174 3.3626
C 0.5127 -1.5450 2.4594
C 1.8334 -1.0489 2.6619
H 2.7502 -1.6193 2.5279
H 2.5429 1.0305 3.1933
H -1.4815 -0.5322 2.6651
H 0.2344 -2.5599 2.1680
C 0.5419 1.6738 0.2003
C 1.7424 1.1357 -0.2617
C 1.4520 0.3001 -1.3917
H 2.7436 1.2743 0.1551
C 0.0546 0.2738 -1.5705
C -0.5768 1.0688 -0.5043
H -1.5706 1.5531 -0.5133
H 0.4097 2.3943 0.9894
H 2.2199 -0.1500 -2.0143
H -0.4895 -0.3106 -2.3063
O -3.5366 -1.7072 -0.0733
C -3.4288 -3.0734 -0.6653
C -4.8340 -3.5622 -0.9596
H -2.8969 -3.6923 0.0696
H -2.8389 -2.9837 -1.5820
C -5.7827 -2.4170 -0.6104
H -5.0291 -4.4340 -0.3431
H -4.9146 -3.8742 -1.9994
C -4.9332 -1.2617 -0.0960
H -6.4835 -2.6947 0.1766
H -6.3512 -2.0986 -1.4841
H -5.1520 -0.9682 0.9359
H -4.9864 -0.3801 -0.7474
C 4.5079 6.7664 0.3472
C 3.1596 6.2747 0.7676
C 2.0425 6.4962 -0.0535
C 0.7852 6.0122 0.3038
C 0.6302 5.3085 1.5044
C 1.7262 5.1089 2.3518
C 2.9819 5.5887 1.9789
S -0.9647 4.5516 1.8889
O -0.6114 3.7036 3.0306
O -1.8186 5.6965 2.1771
O -1.3160 3.8317 0.6706
H 4.7111 6.5472 -0.7012
H 4.5966 7.8479 0.4588
H 5.3001 6.3216 0.9445
H 2.1498 7.0619 -0.9817
H -0.0918 6.1827 -0.3119
H 1.5885 4.5772 3.2880
H 3.8340 5.4016 2.6371
```

Computed properties:
2S+1: 3
total energy: -52286.765 eV
HOMO-LUMO gap (spin up / spin down): 7.288 / 5.053 eV
net charge: 0
HOMO level (spin up / spin down): -7.811 / -7.810 eV


Record 2
# C16H31NP2Pb

C16H31NP2Pb as an isolated structure in a non-equilibrium geometry (ωB97M-V/def2-TZVPD, OMol25).

Geometry as XYZ:
```
51
Properties=species:S:1:pos:R:3
P 0.1871 -1.8404 -5.7127
P 0.3435 2.2103 -5.2916
C -0.2745 -0.2902 -6.5038
C 0.7528 0.8604 -6.4378
H -1.2681 0.0143 -6.1399
H -0.4253 -0.5653 -7.5601
H 1.7751 0.5148 -6.2218
H 0.8075 1.3085 -7.4444
C -1.0474 3.0725 -6.0963
H -1.4142 3.8728 -5.4380
H -1.8794 2.3803 -6.2982
H -0.7220 3.5162 -7.0484
C 1.7086 3.3583 -5.1817
H 1.6801 4.0479 -6.0392
H 2.6625 2.8106 -5.1832
H 1.6191 3.9398 -4.2537
C -0.9954 -3.1027 -6.1926
H -0.9760 -3.9419 -5.4817
H -0.7102 -3.4684 -7.1880
H -2.0138 -2.6943 -6.2382
C 1.7479 -2.3763 -6.4086
H 2.4250 -1.5299 -6.5638
H 1.5217 -2.8468 -7.3727
H 2.2208 -3.1130 -5.7469
Pb 2.1317 0.4329 0.1983
C -0.3298 1.6736 -3.7127
C -1.7513 1.3789 -3.7175
C -2.4019 0.0945 -3.6455
C -1.8384 -1.0632 -2.7118
C -0.9517 -2.0028 -3.3599
C 0.3484 -1.7489 -3.9557
C 1.2221 -0.4924 -3.4967
C 0.6073 0.7411 -2.8407
C 0.6659 -1.2053 0.3669
H -0.2420 2.6727 -3.2308
H -2.3979 2.2515 -3.8032
H -2.5605 -0.3332 -4.6605
H -3.4292 0.3043 -3.2949
H -1.4286 -0.6414 -1.7721
H -2.7473 -1.6444 -2.4427
H -1.2793 -3.0456 -3.4075
H 0.9660 -2.6466 -3.7318
H 1.8527 -0.1694 -4.3433
H 1.9486 -0.9127 -2.7777
H 0.0559 0.4781 -1.9308
H 1.4557 1.3594 -2.4827
H 1.2890 -1.9891 0.8372
H 0.2680 -1.5562 -0.5954
H -0.1501 -0.9163 1.0497
N 0.1794 1.5775 2.9099
C 0.7918 1.2651 1.9602
```

Computed properties:
total energy: -42401.330 eV
energy above the lowest of the compared OMol25 structures with the same formula, charge and spin: 511.7 kJ/mol
HOMO-LUMO gap: 3.665 eV
net charge: 0
HOMO level: -4.470 eV


Record 3
# C4H11NO

One molecule with the formula C4H11NO in a non-equilibrium geometry (ωB97M-V/def2-TZVPD, OMol25).

Geometry as XYZ:
```
17
Properties=species:S:1:pos:R:3
C 2.1353 1.2781 0.5027
C 0.0077 0.8092 -0.5382
C -0.9530 -0.2738 -1.0467
C -1.3895 -0.9881 1.0957
H 2.8820 0.6826 1.2467
H 2.7786 1.9010 -0.2240
H 1.6054 1.9619 1.1851
H 1.6674 -0.2385 -0.8176
H 0.1512 1.4570 -1.3981
H -0.4928 1.4463 0.1885
H -1.9605 0.1140 -1.1935
H -0.5374 -0.6854 -1.9598
H -2.2040 -0.2884 1.1420
H -1.7479 -1.8799 1.6787
H -0.6016 -0.4800 1.7164
N 1.2049 0.2784 0.0100
O -1.0971 -1.3615 -0.2145
```

Computed properties:
total energy: -7862.316 eV
energy above the lowest of the compared OMol25 structures with the same formula, charge and spin: 215.9 kJ/mol
HOMO-LUMO gap: 10.080 eV
net charge: 0
SMILES string: CNCCOC
HOMO level: -9.018 eV